This record from the Open Molecules 2025 dataset describes 2 unconnected molecules or ions with the total composition C3H10NSe. The level of theory is wB97M-V/def2-TZVPD.

Geometry as XYZ:
```
15
Properties=species:S:1:pos:R:3
C -2.157 -1.102 0.575
C 2.207 0.652 -0.014
C -0.564 1.491 1.574
N 1.693 -0.431 -0.516
Se -1.598 0.669 -0.027
H -2.435 -1.764 -0.267
H -1.523 -1.557 1.422
H -3.204 -0.909 1.095
H 2.091 1.726 -0.376
H 2.345 0.633 1.012
H -0.904 2.572 1.518
H -0.593 1.163 2.596
H 1.983 -1.213 0.145
H 1.646 -0.695 -1.627
H 0.534 1.522 1.118
```

As for the LUMO energy: -5.902 eV. The value obtained for the gap between HOMO and LUMO is 0.2191 hartree. The value obtained for the relative energy (zero: lowest compared OMol25 entry of this formula, charge and spin) is 53.3 kcal per mole. The charge is +1.

=====

This record from the Open Molecules 2025 dataset describes 2 unconnected molecules or ions with the total composition C3H10NSi. The level of theory is wB97M-V/def2-TZVPD.

Geometry as XYZ:
```
15
Properties=species:S:1:pos:R:3
C -1.058 1.641 1.335
C -0.061 0.732 1.102
C -0.322 -0.169 -0.012
N 0.679 0.327 -1.759
Si 0.360 -1.907 0.222
H -1.031 2.176 2.217
H -1.797 1.956 0.696
H 0.846 0.720 1.710
H -1.345 0.144 -0.535
H 1.409 -0.353 -1.917
H 0.938 1.272 -1.592
H -0.093 0.122 -2.373
H -0.844 -2.577 0.684
H 0.859 -2.285 -1.101
H 1.460 -1.801 1.323
```

As for the LUMO energy: -5.087 eV. The value obtained for the gap between HOMO and LUMO is 0.3516 hartree. The value obtained for the relative energy (zero: lowest compared OMol25 entry of this formula, charge and spin) is 38.2 kcal per mole. The charge is +1.

=====

This record from the Open Molecules 2025 dataset describes 2 unconnected molecules or ions with the total composition C3H10O. The level of theory is wB97M-V/def2-TZVPD.

Geometry as XYZ:
```
14
Properties=species:S:1:pos:R:3
C 2.866 -3.661 1.945
H 2.902 -2.832 2.543
H 3.188 -4.590 2.428
H 3.448 -3.616 1.076
H 1.825 -3.451 1.542
C -1.468 0.988 -0.667
O -0.207 0.607 -1.248
C -1.580 2.484 -0.259
H -2.196 0.730 -1.459
H -1.560 0.270 0.190
H 0.038 1.255 -1.856
H -0.923 3.208 -0.711
H -2.618 2.866 -0.648
H -1.353 2.440 0.762
```

As for the LUMO energy: 0.960 eV. The value obtained for the gap between HOMO and LUMO is 0.4081 hartree. The value obtained for the relative energy (zero: lowest compared OMol25 entry of this formula, charge and spin) is 33.1 kcal per mole. Its SMILES is CCO.C. The charge is 0.

=====

This record from the Open Molecules 2025 dataset describes 3 unconnected molecules or ions with the total composition C3H10O2. The level of theory is wB97M-V/def2-TZVPD.

Geometry as XYZ:
```
15
Properties=species:S:1:pos:R:3
C -0.181 -2.498 1.633
C -0.854 -1.088 1.485
C -0.666 -0.306 0.425
H 0.721 -2.334 2.295
H 0.209 -3.037 0.668
H -0.846 -3.330 2.076
H -1.397 -0.510 2.244
H -1.294 0.667 0.263
H 0.173 -0.475 -0.357
H 0.629 2.467 -0.394
H 0.836 4.078 -0.665
O 0.753 3.095 -1.041
H 0.543 1.605 -2.334
H 0.461 0.859 -3.558
O 0.913 0.806 -2.741
```

As for the LUMO energy: 0.623 eV. The value obtained for the gap between HOMO and LUMO is 0.3721 hartree. The value obtained for the relative energy (zero: lowest compared OMol25 entry of this formula, charge and spin) is 43.8 kcal per mole. Its SMILES is C=CC.O.O. The charge is 0.

=====

This record from the Open Molecules 2025 dataset describes 3 unconnected molecules or ions with the total composition C3H10O3. The level of theory is wB97M-V/def2-TZVPD.

Geometry as XYZ:
```
16
Properties=species:S:1:pos:R:3
C -1.522 2.121 -1.129
C -0.642 1.272 -0.168
C 0.543 0.671 -0.624
O 1.013 -0.363 0.248
H -2.446 1.541 -1.224
H -0.908 2.072 -1.987
H -1.647 3.147 -0.863
H -0.604 1.382 0.886
H 0.794 0.754 -1.685
H 1.811 -0.718 -0.164
H -3.794 -2.850 0.403
H -3.337 -2.030 1.604
O -3.600 -2.901 1.373
H 4.059 0.652 0.656
H 4.826 -0.793 0.154
O 3.959 -0.178 0.097
```

As for the LUMO energy: 0.464 eV. The value obtained for the gap between HOMO and LUMO is 0.3218 hartree. The value obtained for the relative energy (zero: lowest compared OMol25 entry of this formula, charge and spin) is 46.7 kcal per mole. Its SMILES is C/C=C/O.O.O. The charge is 0.

=====

This record from the Open Molecules 2025 dataset describes 3 unconnected molecules or ions with the total composition C3H10O3. The level of theory is wB97M-V/def2-TZVPD.

Geometry as XYZ:
```
16
Properties=species:S:1:pos:R:3
O -0.010 1.515 0.681
C 0.873 0.825 1.131
C 1.507 -0.295 0.384
C 1.196 -1.690 0.967
H 1.222 1.015 2.160
H 2.570 -0.083 0.326
H 1.196 -0.269 -0.649
H 1.159 -1.713 2.055
H 1.992 -2.369 0.670
H 0.234 -1.942 0.520
H -0.691 1.709 -1.162
H -0.980 1.919 -2.641
O -1.032 1.252 -1.947
H -1.384 -0.580 -0.567
H -2.552 -1.344 -1.230
O -1.908 -1.391 -0.522
```

As for the LUMO energy: 0.816 eV. The value obtained for the gap between HOMO and LUMO is 0.4085 hartree. The value obtained for the relative energy (zero: lowest compared OMol25 entry of this formula, charge and spin) is 3.4 kcal per mole. Its SMILES is CCC=O.O.O. The charge is 0.

=====

This record from the Open Molecules 2025 dataset describes 2 unconnected molecules or ions with the total composition C3H10O3. The level of theory is wB97M-V/def2-TZVPD.

Geometry as XYZ:
```
16
Properties=species:S:1:pos:R:3
O 2.713 -1.230 0.007
H 2.015 -1.601 0.593
H 3.402 -1.931 -0.032
O -1.369 -0.344 2.198
O -0.537 0.452 -2.616
C -0.767 0.515 1.269
C -0.411 0.897 -1.263
C -0.793 -0.140 -0.233
H -0.845 -0.114 2.994
H 0.128 -0.249 -2.776
H -1.374 1.441 1.257
H 0.246 0.781 1.627
H -1.097 1.737 -1.040
H 0.624 1.282 -1.197
H -0.108 -0.994 -0.397
H -1.827 -0.502 -0.391
```

As for the LUMO energy: 0.554 eV. The value obtained for the gap between HOMO and LUMO is 0.3933 hartree. The value obtained for the relative energy (zero: lowest compared OMol25 entry of this formula, charge and spin) is 22.6 kcal per mole. Its SMILES is OCCCO.O. The charge is 0.

=====

This record from the Open Molecules 2025 dataset describes 2 unconnected molecules or ions with the total composition C3H10O3. The level of theory is wB97M-V/def2-TZVPD.

Geometry as XYZ:
```
16
Properties=species:S:1:pos:R:3
C 0.275 0.130 0.535
O -1.104 0.396 0.658
C 0.554 -1.146 -0.290
C -0.626 -1.795 -0.958
O -0.142 -2.818 -1.859
H 0.825 0.927 -0.019
H 0.614 -0.037 1.541
H -1.580 1.228 0.614
H 1.257 -0.788 -1.080
H 1.081 -1.819 0.401
H -1.192 -2.266 -0.127
H -1.284 -1.195 -1.579
H 0.486 -3.328 -1.342
H 0.132 4.933 1.153
H 0.522 3.534 1.547
O 0.181 4.045 0.805
```

As for the LUMO energy: 0.603 eV. The value obtained for the gap between HOMO and LUMO is 0.3868 hartree. The value obtained for the relative energy (zero: lowest compared OMol25 entry of this formula, charge and spin) is 27.7 kcal per mole. Its SMILES is OCCCO.O. The charge is 0.